# 1
Density functional theory data (ωB97M-V/def2-TZVPD) for a molecular structure, C39H37N10O2PbSe.

Structure (XYZ):
```
90
Properties=species:S:1:pos:R:3:forces:R:3:lowdin_charge:R:1
Pb -0.766220 -0.611634 2.060822 -0.041 0.073 -0.005 1.20
C 1.079465 -2.533972 4.260011 0.007 -0.012 -0.002 -0.11
C 1.725995 -3.017410 3.127044 -0.001 0.008 -0.002 -0.12
C 2.501086 -2.166258 2.349424 0.002 -0.003 0.013 -0.11
C 2.633759 -0.829537 2.706988 0.024 0.013 -0.004 -0.12
C 1.996288 -0.346639 3.845019 -0.007 -0.013 -0.050 -0.14
C 1.217228 -1.199392 4.621968 -0.006 0.021 0.010 -0.13
H 0.483321 -3.199993 4.870535 -0.001 0.000 0.000 0.12
H 1.642784 -4.065122 2.865177 0.001 -0.001 0.000 0.11
H 3.024027 -2.545588 1.480334 -0.005 -0.001 -0.001 0.11
H 3.254618 -0.172895 2.110195 -0.004 0.007 0.003 0.11
H 2.111784 0.691165 4.131746 0.011 -0.003 0.024 0.10
H 0.720098 -0.824447 5.507140 -0.005 0.001 -0.002 0.11
O -2.884759 0.206015 0.874831 -0.080 -0.046 0.021 -0.28
C -3.968468 -0.589751 0.349942 0.041 0.052 -0.010 -0.24
C -5.057217 -0.867548 1.367113 -0.001 0.007 -0.002 -0.15
C -4.592269 -1.596843 2.634697 0.011 -0.014 -0.004 -0.13
C -3.825073 -2.852067 2.338185 0.004 0.001 0.010 -0.27
C -4.464319 -4.082493 2.225754 -0.002 0.014 -0.007 0.00
C -3.725096 -5.212136 1.925923 0.003 -0.007 -0.002 -0.04
C -2.355805 -5.088213 1.743633 0.011 -0.002 0.001 -0.05
C -1.796434 -3.831725 1.869965 -0.025 -0.003 0.001 -0.16
N -2.502980 -2.736652 2.157551 0.001 0.000 -0.001 0.02
H -3.189280 0.727394 1.644085 0.033 0.016 -0.019 -0.01
H -3.517846 -1.514322 -0.011001 -0.006 -0.012 0.008 0.10
H -4.398073 -0.065346 -0.507077 0.011 0.000 -0.002 0.12
H -5.824313 -1.457476 0.858280 -0.002 -0.009 0.006 0.13
H -5.533558 0.073022 1.658168 -0.002 -0.008 0.002 0.13
H -5.466580 -1.837683 3.239911 -0.005 0.005 -0.004 0.13
H -3.966565 -0.937038 3.235269 0.006 0.004 0.007 0.04
H -5.533009 -4.144510 2.382492 -0.001 0.003 0.004 0.12
H -4.207904 -6.176683 1.841776 0.001 -0.001 0.000 0.12
H -1.735414 -5.943815 1.517544 0.001 0.001 -0.003 0.11
H -0.727254 -3.687900 1.744143 0.011 -0.003 -0.002 0.07
C 0.412004 -3.599724 -3.265040 -0.016 -0.012 0.019 -0.07
N -0.245136 -2.641793 -2.388189 0.019 -0.065 0.011 -0.13
C 0.029699 -2.325624 -1.120768 -0.038 0.079 -0.006 -0.14
N -0.724873 -1.310992 -0.731143 0.019 -0.111 0.006 0.02
C -1.455900 -1.038143 -1.844983 0.001 0.007 0.063 -0.21
N -1.197026 -1.818895 -2.866321 -0.001 0.074 -0.076 0.13
C 1.717313 -3.079725 -3.823160 -0.011 0.026 0.004 -0.19
C 2.684241 -3.977295 -4.258199 0.012 -0.002 -0.014 -0.03
C 3.867638 -3.515480 -4.818457 -0.011 -0.011 0.005 -0.05
C 4.101741 -2.156383 -4.936095 -0.004 0.015 0.001 -0.01
C 3.138789 -1.256488 -4.489414 0.021 -0.001 -0.007 -0.13
C 1.947692 -1.717192 -3.940820 -0.004 -0.023 0.020 0.03
C 3.383139 0.179302 -4.599373 0.001 -0.014 0.008 -0.29
N 4.316366 0.791491 -5.237421 -0.008 -0.011 -0.009 0.13
N 4.114568 2.146543 -5.023084 0.004 0.014 0.006 0.13
C 3.075437 2.246781 -4.271390 -0.006 -0.002 0.004 -0.29
O 2.548446 1.035516 -3.956257 0.005 0.013 -0.005 0.13
C 2.453250 3.452527 -3.731460 0.002 0.005 -0.005 -0.13
C 2.892543 4.701256 -4.165885 -0.002 -0.004 0.003 0.00
C 2.328001 5.844163 -3.631206 -0.001 0.006 0.001 -0.05
C 1.337798 5.748757 -2.661596 0.001 0.006 -0.002 -0.02
C 0.894288 4.506656 -2.232492 0.010 0.000 0.000 -0.20
C -0.191241 4.416499 -1.187591 -0.004 -0.002 -0.021 -0.06
N 0.072820 3.367669 -0.212715 -0.034 -0.018 0.007 -0.11
C -0.618946 2.259043 0.041875 0.019 0.040 -0.023 -0.14
N -0.009300 1.569085 0.991450 -0.055 -0.050 0.033 -0.03
C 1.074686 2.336210 1.290370 0.050 -0.016 -0.010 -0.19
N 1.162305 3.428494 0.576205 -0.001 0.018 0.028 0.16
C 1.451813 3.356929 -2.773732 -0.006 0.005 0.004 0.03
H -0.301933 -3.805410 -4.061702 0.010 -0.010 -0.006 0.14
H 0.570823 -4.524057 -2.709734 0.007 0.004 0.007 0.13
H 0.770548 -2.839464 -0.528104 0.009 0.006 -0.001 0.14
H -2.193624 -0.254904 -1.898364 -0.006 -0.003 0.003 0.11
H 2.514170 -5.043552 -4.163798 -0.001 -0.002 -0.001 0.12
H 4.613565 -4.221397 -5.157290 0.001 -0.001 0.000 0.11
H 5.021102 -1.780291 -5.363478 0.001 -0.001 0.000 0.12
H 1.200220 -1.003958 -3.618885 0.000 0.004 0.000 0.12
H 3.675534 4.758300 -4.909425 0.001 -0.005 -0.001 0.12
H 2.668123 6.816909 -3.958861 0.001 0.001 0.001 0.11
H 0.918115 6.649645 -2.230559 -0.002 0.000 0.002 0.12
H -1.159075 4.187950 -1.637398 0.003 -0.002 0.003 0.14
H -0.280918 5.359524 -0.650183 0.002 -0.002 0.001 0.13
H -1.541311 1.991076 -0.446070 0.010 -0.009 -0.006 0.13
H 1.797563 2.084817 2.048209 -0.011 -0.003 -0.007 0.11
H 1.128962 2.378915 -2.436756 -0.001 0.003 0.000 0.12
Se -2.184864 0.948873 3.926654 0.030 -0.025 -0.016 0.63
C -1.158024 2.561919 3.840305 -0.004 0.025 -0.025 -0.67
C -1.546929 3.622528 3.028516 -0.010 0.002 0.021 -0.13
C -0.777944 4.775878 3.018483 0.033 0.005 -0.011 -0.16
N 0.327023 4.940159 3.742547 -0.010 0.006 -0.003 0.07
C 0.682080 3.930364 4.529825 -0.018 -0.012 -0.002 -0.15
C -0.019634 2.734165 4.616902 0.019 -0.027 0.022 -0.13
H -2.445127 3.560901 2.428036 -0.008 -0.007 -0.011 0.10
H -1.069390 5.617226 2.397530 -0.004 -0.003 0.001 0.11
H 1.571690 4.081604 5.132073 0.004 0.004 0.001 0.11
H 0.305100 1.960598 5.300804 0.000 0.000 -0.002 0.09
```
Forces are in eV/Å.

Computed properties:
Charge: +1
E: -4800.559179 Ha
M: 963.95 g mol⁻¹

# 2
Density functional theory data (ωB97M-V/def2-TZVPD) for a molecular structure, C39H37N4O4PtSSi.

Structure (XYZ):
```
87
Properties=species:S:1:pos:R:3:forces:R:3:lowdin_charge:R:1
Pt -0.560505 0.477471 -0.277404 -0.034 0.115 0.069 0.68
C 0.692255 -4.452483 -2.361943 0.009 0.027 -0.008 -0.04
O 0.807332 -5.601094 -1.508872 -0.023 -0.034 -0.020 -0.09
C 1.692390 -5.484489 -0.473084 0.052 -0.017 0.017 -0.24
C 2.748366 -6.383295 -0.402385 -0.015 0.007 0.007 -0.01
C 3.669945 -6.299809 0.629321 0.009 0.000 0.003 -0.09
C 3.538518 -5.314904 1.599385 -0.018 -0.002 -0.013 -0.09
C 2.465970 -4.439767 1.552057 0.004 0.009 0.008 -0.02
C 1.530717 -4.517750 0.524194 -0.028 -0.007 -0.055 -0.18
N 0.409735 -3.667625 0.492088 0.021 -0.041 0.196 0.16
C 0.462333 -2.291173 0.416578 0.049 0.065 -0.128 -0.36
N 1.675576 -1.760521 0.105218 -0.008 0.003 0.053 0.15
C 2.113004 -0.474842 0.543102 -0.013 0.016 -0.016 -0.19
C 1.300242 0.659901 0.494553 0.003 -0.111 0.049 -0.28
C 1.868426 1.825416 1.044158 0.001 0.004 -0.015 -0.14
C 3.160542 1.872070 1.526288 -0.008 -0.002 0.008 -0.09
C 3.973944 0.740470 1.500392 -0.001 0.009 0.000 -0.05
C 3.432672 -0.433282 1.013377 0.009 0.017 -0.006 -0.22
O 4.119456 -1.630819 0.945280 -0.013 -0.016 0.004 -0.12
C 5.454346 -1.635624 1.387674 0.005 -0.001 0.029 -0.10
N -0.575034 -1.544888 0.586234 -0.014 -0.043 0.069 0.01
C -1.783966 -2.080798 1.089565 -0.023 -0.004 -0.057 -0.25
C -2.231305 -1.680335 2.338730 -0.008 0.016 -0.014 -0.02
C -3.455588 -2.106878 2.827770 -0.008 0.017 0.000 -0.09
C -4.257273 -2.927748 2.052884 -0.003 -0.007 -0.008 -0.09
C -3.839172 -3.318898 0.787963 0.007 0.009 0.005 -0.02
C -2.610628 -2.890646 0.307367 0.015 -0.004 0.059 -0.28
O -2.120707 -3.248462 -0.925368 -0.021 -0.002 0.011 -0.15
C -3.078139 -3.447458 -1.951980 -0.024 -0.009 -0.019 -0.08
H 0.431332 -4.831196 -3.348460 -0.010 0.004 0.005 0.09
H 1.644810 -3.921629 -2.420261 0.005 -0.009 -0.004 0.10
H -0.079945 -3.769760 -2.010863 0.014 0.004 -0.028 0.07
H 2.836514 -7.130262 -1.180506 -0.001 0.000 -0.002 0.12
H 4.495619 -6.998787 0.669793 0.000 0.002 0.000 0.10
H 4.257963 -5.239207 2.404281 -0.001 0.001 0.001 0.10
H 2.332018 -3.681811 2.313624 0.003 -0.001 -0.002 0.13
H -0.468885 -4.080929 0.220434 -0.014 -0.001 -0.072 0.13
H 2.424762 -2.428521 0.019981 0.016 -0.003 -0.011 0.11
H 1.286565 2.738248 1.057016 -0.002 0.009 0.004 0.07
H 3.560573 2.803427 1.910079 -0.007 0.002 0.000 0.10
H 4.991860 0.788178 1.860424 -0.004 -0.002 -0.014 0.09
H 6.078395 -0.964393 0.790454 -0.006 0.013 -0.006 0.09
H 5.811210 -2.657347 1.271995 0.000 0.000 0.004 0.08
H 5.525281 -1.341731 2.439888 0.013 -0.017 -0.011 0.09
H -1.622567 -0.976766 2.890890 0.009 -0.008 0.008 0.12
H -3.796608 -1.762619 3.795055 0.000 -0.005 0.002 0.10
H -5.223664 -3.252658 2.417914 0.000 0.004 0.000 0.09
H -4.477474 -3.939901 0.174354 0.003 0.004 -0.005 0.10
H -2.522638 -3.470936 -2.887402 0.001 0.004 -0.002 0.09
H -3.785473 -2.616102 -1.971140 0.011 0.002 0.002 0.08
H -3.610558 -4.395416 -1.830383 0.013 -0.002 0.006 0.08
O -3.365753 1.120730 1.515799 0.044 -0.034 0.036 -0.14
N -3.800908 1.875088 0.576633 -0.016 -0.100 -0.043 -0.25
C -4.453124 3.017246 0.911981 -0.033 0.078 0.029 -0.05
C -4.937519 3.897881 -0.021538 0.029 -0.012 0.010 -0.09
C -4.757273 3.615387 -1.368874 -0.017 -0.041 -0.015 -0.10
C -4.094383 2.454165 -1.706401 -0.044 -0.004 -0.038 -0.13
C -3.605160 1.562466 -0.749828 0.006 0.074 -0.044 -0.66
S -2.758783 0.113274 -1.195692 0.064 0.042 0.039 0.58
H -4.527231 3.161416 1.978753 0.005 -0.007 -0.014 0.13
H -5.422698 4.803082 0.316320 -0.008 -0.005 0.001 0.10
H -5.106005 4.294491 -2.135563 0.003 0.004 -0.001 0.10
H -3.901848 2.199651 -2.738662 -0.002 -0.005 0.001 0.09
C 3.921166 3.848635 -2.482499 -0.005 0.001 -0.003 -0.12
C 3.051306 4.792558 -1.957529 0.018 -0.001 -0.005 -0.11
C 1.758426 4.426464 -1.598801 -0.015 0.016 0.014 -0.10
C 1.303233 3.116857 -1.746191 0.024 -0.025 -0.045 -0.32
C 2.197549 2.183318 -2.279212 0.039 0.014 -0.007 -0.12
C 3.486725 2.538561 -2.646323 0.000 -0.003 -0.006 -0.10
Si -0.446438 2.531640 -1.257212 -0.092 -0.031 -0.046 0.48
C -1.163716 3.950099 -0.200951 -0.026 -0.022 -0.041 -0.32
C -1.576784 5.155058 -0.777217 0.027 0.022 0.030 -0.13
C -2.079767 6.195986 -0.007688 0.020 0.004 0.008 -0.11
C -2.180421 6.052272 1.370666 -0.013 0.023 -0.026 -0.12
C -1.792451 4.859943 1.963414 -0.010 -0.032 0.016 -0.10
C -1.301159 3.819940 1.182873 0.058 -0.014 0.031 -0.12
H 4.931908 4.128125 -2.756610 0.001 0.000 0.003 0.09
H 3.381430 5.816176 -1.818998 -0.001 0.001 -0.001 0.09
H 1.097404 5.177164 -1.177825 0.022 -0.007 0.003 0.09
H 1.882476 1.148214 -2.372055 -0.005 0.014 0.000 0.09
H 4.161765 1.789823 -3.045554 -0.001 -0.001 0.001 0.09
H -1.194501 2.679074 -2.551078 -0.009 0.023 0.019 -0.02
H -1.502017 5.279205 -1.853557 -0.025 -0.003 0.000 0.10
H -2.393518 7.119967 -0.480844 -0.004 -0.004 -0.004 0.09
H -2.573623 6.861373 1.975693 0.009 0.004 0.001 0.09
H -1.888695 4.729438 3.035476 0.002 -0.002 -0.003 0.10
H -1.042159 2.873646 1.648793 -0.010 0.016 -0.002 0.09
```
Forces are in eV/Å.

Computed properties:
Charge: -1
E: -2835.407748 Ha
M: 880.98 g mol⁻¹

| no. | E_LUMO (eV) | orbital gap (eV) |
| --- | --- | --- |
| 1 | -2.12 | 8.440 |
| 2 | 2.39 | 6.534 |